(1)
{"formula": "C38H102N8O11", "method": "ωB97M-V/def2-TZVPD", "spin_multiplicity": 2, "energy_ha": -2774.3336, "gap_ev": [1.59, 8.93], "fmax_ev_per_a": 2.4, "lumo_energy_ev": [2.3, 2.2], "s_squared": 0.751, "total_charge": -1, "elements": ["C", "C", "O", "H", "H", "H", "H", "H", "H", "C", "O", "C", "C", "N", "C", "C", "O", "C", "H", "H", "H", "H", "H", "H", "H", "H", "H", "H", "H", "H", "H", "H", "H", "C", "O", "C", "C", "N", "C", "C", "O", "C", "H", "H", "H", "H", "H", "H", "H", "H", "H", "H", "H", "H", "H", "H", "H", "C", "C", "C", "O", "C", "N", "H", "H", "H", "H", "H", "H", "H", "H", "H", "H", "H", "C", "C", "C", "O", "C", "N", "H", "H", "H", "H", "H", "H", "H", "H", "H", "H", "H", "C", "C", "C", "O", "C", "N", "H", "H", "H", "H", "H", "H", "H", "H", "H", "H", "H", "C", "C", "C", "O", "C", "N", "H", "H", "H", "H", "H", "H", "H", "H", "H", "H", "H", "C", "C", "C", "O", "C", "N", "H", "H", "H", "H", "H", "H", "H", "H", "H", "H", "H", "C", "C", "C", "O", "C", "N", "H", "H", "H", "H", "H", "H", "H", "H", "H", "H", "H"], "positions_angstrom": [[-10.91, 15.83, 6.95], [-11.08, 16.55, 8.26], [-10.46, 17.82, 8.01], [-11.32, 16.45, 6.15], [-11.40, 14.86, 6.96], [-9.88, 15.67, 6.63], [-10.65, 16.07, 9.15], [-12.14, 16.68, 8.48], [-9.52, 17.62, 8.04], [-10.43, 12.01, 6.92], [-9.16, 11.64, 7.49], [-9.29, 10.72, 8.53], [-7.84, 10.30, 8.95], [-7.07, 9.90, 7.78], [-7.68, 8.77, 7.07], [-6.92, 8.42, 5.76], [-7.65, 7.43, 5.07], [-7.30, 7.31, 3.69], [-10.87, 11.26, 6.26], [-10.41, 12.94, 6.35], [-11.14, 12.20, 7.73], [-9.89, 9.83, 8.34], [-9.77, 11.12, 9.43], [-7.83, 9.48, 9.67], [-7.35, 11.15, 9.44], [-7.00, 10.66, 7.12], [-8.71, 8.82, 6.72], [-7.67, 7.87, 7.69], [-5.97, 7.92, 5.93], [-6.76, 9.34, 5.19], [-7.49, 8.23, 3.13], [-8.06, 6.62, 3.32], [-6.26, 7.01, 3.56], [-12.84, 20.60, 5.01], [-13.38, 20.57, 6.32], [-13.66, 19.27, 6.92], [-13.90, 19.32, 8.44], [-12.71, 19.60, 9.26], [-12.39, 21.04, 9.17], [-11.53, 21.43, 10.39], [-11.38, 22.83, 10.21], [-12.06, 23.70, 11.13], [-12.86, 21.65, 4.71], [-13.54, 19.98, 4.45], [-11.80, 20.32, 4.91], [-12.85, 18.58, 6.66], [-14.46, 18.75, 6.40], [-14.24, 18.33, 8.76], [-14.72, 20.04, 8.43], [-11.98, 19.09, 8.76], [-13.29, 21.65, 9.13], [-11.77, 21.30, 8.32], [-10.55, 20.96, 10.27], [-11.98, 21.21, 11.36], [-13.12, 23.66, 10.87], [-11.81, 24.72, 10.84], [-11.83, 23.58, 12.19], [-7.88, 17.86, 5.23], [-6.49, 18.11, 5.99], [-6.35, 17.29, 7.25], [-7.46, 17.57, 8.13], [-7.26, 16.93, 9.36], [-5.44, 17.71, 5.10], [-8.73, 18.04, 5.88], [-7.95, 16.84, 4.88], [-7.85, 18.53, 4.36], [-6.38, 19.18, 6.13], [-5.39, 17.40, 7.74], [-6.46, 16.25, 6.94], [-6.54, 17.51, 9.93], [-6.82, 15.94, 9.31], [-8.20, 16.89, 9.91], [-5.48, 18.23, 4.24], [-5.80, 16.79, 4.89], [-14.79, 17.24, 3.05], [-13.68, 16.17, 2.72], [-12.24, 16.33, 3.26], [-11.49, 15.20, 2.66], [-10.11, 15.18, 3.10], [-14.24, 14.90, 3.22], [-15.82, 17.03, 2.77], [-14.48, 18.13, 2.51], [-14.72, 17.38, 4.13], [-13.71, 16.11, 1.64], [-12.27, 16.33, 4.35], [-11.90, 17.32, 2.96], [-9.55, 16.02, 2.70], [-9.57, 14.30, 2.74], [-10.14, 15.17, 4.19], [-15.00, 14.68, 2.59], [-13.54, 14.21, 3.00], [-10.24, 23.29, 4.08], [-8.70, 22.98, 4.23], [-8.46, 21.81, 5.20], [-9.01, 21.94, 6.47], [-8.82, 20.87, 7.41], [-8.13, 22.83, 2.90], [-10.34, 24.01, 3.27], [-10.69, 23.62, 5.02], [-10.82, 22.44, 3.73], [-8.19, 23.88, 4.58], [-7.41, 21.72, 5.48], [-8.86, 20.88, 4.80], [-9.19, 19.98, 6.88], [-9.48, 21.07, 8.25], [-7.81, 20.66, 7.76], [-7.17, 22.52, 2.91], [-8.17, 23.78, 2.58], [-14.70, 15.81, 15.38], [-14.23, 17.01, 14.53], [-13.92, 16.64, 13.06], [-12.93, 15.61, 13.16], [-12.40, 15.01, 11.98], [-15.30, 18.01, 14.70], [-14.90, 15.96, 16.44], [-13.85, 15.13, 15.35], [-15.54, 15.35, 14.86], [-13.34, 17.39, 15.02], [-13.63, 17.51, 12.46], [-14.83, 16.30, 12.56], [-13.31, 14.54, 11.63], [-11.69, 14.19, 12.14], [-11.94, 15.64, 11.23], [-15.52, 18.21, 15.67], [-14.97, 18.92, 14.42], [-16.56, 15.10, 6.09], [-15.44, 15.80, 6.72], [-15.60, 15.80, 8.22], [-16.69, 16.60, 8.65], [-16.75, 16.67, 10.10], [-14.26, 15.11, 6.23], [-17.54, 15.55, 6.27], [-16.57, 14.06, 6.38], [-16.41, 15.12, 5.01], [-15.48, 16.85, 6.43], [-14.69, 16.11, 8.73], [-15.77, 14.78, 8.55], [-17.19, 15.74, 10.45], [-17.43, 17.45, 10.44], [-15.78, 16.92, 10.54], [-14.29, 15.07, 5.22], [-14.44, 14.17, 6.56], [-7.33, 13.52, 5.90], [-5.91, 13.92, 5.38], [-5.03, 12.71, 5.24], [-5.59, 11.83, 4.27], [-4.71, 10.74, 3.90], [-6.07, 14.77, 4.22], [-7.25, 13.06, 6.88], [-7.78, 12.79, 5.24], [-7.95, 14.38, 6.16], [-5.43, 14.57, 6.11], [-4.97, 12.32, 6.25], [-4.02, 12.99, 4.94], [-5.26, 10.01, 3.31], [-4.52, 10.19, 4.83], [-3.78, 11.08, 3.46], [-6.74, 14.28, 3.63], [-5.17, 14.68, 3.79]], "lowdin_charge": [-0.094, -0.266, -0.127, 0.049, 0.053, 0.052, 0.092, 0.092, 0.031, -0.117, -0.215, -0.286, -0.223, -0.057, -0.201, -0.232, -0.206, -0.111, 0.077, 0.058, 0.069, 0.104, 0.088, 0.106, 0.083, 0.077, 0.107, 0.117, 0.119, 0.099, 0.075, 0.084, 0.081, -0.102, -0.200, -0.181, -0.185, -0.018, -0.198, -0.203, -0.223, -0.106, 0.077, 0.076, 0.079, 0.106, 0.094, 0.090, 0.120, 0.059, 0.119, 0.104, 0.106, 0.113, 0.079, 0.078, 0.082, -0.034, -0.419, -0.177, -0.224, -0.199, 0.028, 0.043, 0.051, 0.066, 0.120, 0.126, 0.102, 0.076, 0.058, 0.070, 0.068, 0.011, -0.047, -0.406, -0.141, -0.204, -0.099, 0.016, 0.074, 0.067, 0.053, 0.123, 0.093, 0.123, 0.080, 0.077, 0.067, 0.078, 0.071, -0.047, -0.413, -0.213, -0.203, -0.056, 0.016, 0.063, 0.078, 0.057, 0.126, 0.120, 0.116, 0.066, 0.073, 0.087, 0.066, 0.064, -0.074, -0.421, -0.176, -0.233, -0.140, 0.009, 0.070, 0.067, 0.078, 0.126, 0.119, 0.101, 0.069, 0.054, 0.063, 0.057, 0.057, -0.090, -0.472, -0.234, -0.185, -0.079, 0.074, 0.084, 0.087, 0.065, 0.116, 0.100, 0.119, 0.086, 0.083, 0.064, 0.011, 0.066, -0.049, -0.447, -0.234, -0.200, -0.099, 0.047, 0.062, 0.081, 0.058, 0.117, 0.118, 0.116, 0.074, 0.076, 0.082, 0.072, 0.078]}

(2)
{"formula": "C8H8O3", "method": "ωB97M-V/def2-TZVPD", "spin_multiplicity": 1, "smiles": "Cc1cccc(C(=O)O)c1O", "energy_ha": -535.3302, "gap_ev": 9.54, "fmax_ev_per_a": 4.3, "lumo_energy_ev": 0.3, "relative_energy_kcal_mol": 38.6, "total_charge": 0, "elements": ["C", "C", "C", "C", "C", "C", "C", "C", "H", "H", "H", "H", "H", "H", "H", "H", "O", "O", "O"], "positions_angstrom": [[0.27, -1.92, -1.89], [0.29, -1.11, -0.55], [0.77, -1.56, 0.77], [0.89, -0.76, 1.93], [0.38, 0.61, 1.91], [-0.27, 1.01, 0.75], [-1.13, 2.33, 0.85], [-0.26, 0.22, -0.47], [-0.50, -1.42, -2.53], [0.27, -2.99, -1.60], [1.17, -1.64, -2.45], [1.08, -2.60, 0.88], [1.07, -1.24, 2.87], [0.32, 1.34, 2.78], [-1.01, 2.29, -1.00], [0.10, 0.75, -2.19], [-1.41, 2.95, -0.34], [-1.46, 2.92, 1.87], [-0.59, 0.83, -1.61]], "lowdin_charge": [-0.026, -0.148, -0.038, -0.061, -0.007, -0.055, -0.419, -0.222, 0.086, 0.090, 0.075, 0.100, 0.088, 0.144, 0.082, 0.086, 0.082, 0.074, 0.069]}

(3)
{"formula": "C7H11FOS", "method": "ωB97M-V/def2-TZVPD", "spin_multiplicity": 1, "smiles": "C/C=C/C(F)=C/[C@@H](C)SO", "energy_ha": -846.4939, "gap_ev": 8.72, "fmax_ev_per_a": 5.9, "lumo_energy_ev": 0.5, "relative_energy_kcal_mol": 0.0, "total_charge": 0, "elements": ["C", "C", "C", "C", "C", "C", "C", "O", "F", "S", "H", "H", "H", "H", "H", "H", "H", "H", "H", "H", "H"], "positions_angstrom": [[-0.16, 1.92, -0.36], [-0.02, -2.76, 0.97], [0.14, 0.54, -0.66], [0.07, -1.83, -0.04], [0.97, 2.79, -0.34], [0.23, -4.19, 0.76], [0.00, -0.45, 0.23], [-2.11, 3.90, -0.77], [-0.49, -0.19, 1.42], [-1.54, 2.52, -1.54], [-0.83, 2.05, 0.66], [-0.20, -2.42, 2.03], [0.68, 0.32, -1.53], [0.46, -2.09, -1.02], [0.78, 3.86, 0.02], [1.40, 2.88, -1.35], [1.73, 2.32, 0.41], [0.62, -4.52, -0.23], [0.41, -4.44, 1.79], [-0.76, -4.70, 0.66], [-1.37, 4.47, -1.11]], "lowdin_charge": [-0.659, -0.133, -0.111, -0.044, -0.165, -0.116, -0.351, -0.482, 0.088, 0.860, 0.161, 0.130, 0.114, 0.119, 0.096, 0.079, 0.128, 0.097, 0.074, 0.088, 0.028]}

(4)
{"formula": "C5H10O", "method": "ωB97M-V/def2-TZVPD", "spin_multiplicity": 1, "energy_ha": -271.5640, "gap_ev": 9.43, "fmax_ev_per_a": 0.4, "lumo_energy_ev": 0.9, "relative_energy_kcal_mol": 118.4, "total_charge": 0, "elements": ["C", "C", "C", "C", "C", "O", "H", "H", "H", "H", "H", "H", "H", "H", "H", "H"], "positions_angstrom": [[-1.44, -1.05, 0.47], [-0.94, -0.08, -0.58], [-0.55, 1.36, -0.21], [0.44, 0.42, -0.81], [1.68, -0.19, 0.55], [1.13, 0.50, -1.92], [-2.50, -0.86, 0.68], [-1.35, -2.08, 0.13], [-0.90, -0.95, 1.42], [-1.44, -0.18, -1.54], [-0.87, 2.18, -0.85], [-0.53, 1.60, 0.85], [2.68, 0.27, 0.57], [1.75, -1.27, 0.59], [1.13, 0.22, 1.39], [1.71, 0.10, -0.74]], "lowdin_charge": [-0.065, -0.240, -0.027, -0.537, 0.027, -0.090, 0.079, 0.080, 0.070, 0.146, 0.112, 0.105, 0.087, 0.076, 0.065, 0.113]}

(5)
{"formula": "C13H16ClFeN3O8", "method": "ωB97M-V/def2-TZVPD", "spin_multiplicity": 5, "energy_ha": -2994.9112, "gap_ev": [9.39, 9.27], "fmax_ev_per_a": 4.5, "lumo_energy_ev": [-0.1, -0.2], "relative_energy_kcal_mol": 29.5, "s_squared": 6.008, "total_charge": 0, "elements": ["Fe", "C", "C", "C", "C", "C", "C", "C", "H", "H", "H", "H", "H", "H", "H", "H", "C", "C", "N", "C", "C", "N", "C", "O", "O", "C", "O", "O", "H", "H", "H", "H", "H", "N", "H", "H", "H", "O", "Cl", "O", "O", "O"], "positions_angstrom": [[0.37, -1.48, -0.09], [3.47, 0.03, 2.49], [2.02, 0.23, 2.22], [1.43, 1.47, 2.05], [0.04, 1.61, 1.97], [-0.79, 0.53, 2.21], [-0.21, -0.71, 2.48], [1.14, -0.90, 2.40], [4.04, 0.74, 3.17], [4.18, 0.01, 1.68], [3.73, -0.95, 2.92], [2.06, 2.33, 1.93], [-0.44, 2.54, 1.63], [-1.85, 0.66, 2.12], [-0.87, -1.56, 2.76], [1.59, -1.79, 2.74], [0.19, 2.31, -1.49], [-0.89, 1.34, -1.35], [-0.88, 0.12, -0.81], [-2.16, -0.32, -0.83], [-2.98, 0.66, -1.34], [-2.13, 1.68, -1.74], [-4.42, 0.80, -1.52], [-5.20, -0.25, -1.17], [-4.94, 1.78, -1.90], [-2.46, -1.54, -0.18], [-3.54, -2.11, -0.36], [-1.45, -2.06, 0.45], [-0.25, 3.26, -1.05], [0.34, 2.49, -2.46], [1.04, 1.88, -0.97], [-2.34, 2.53, -2.24], [-4.61, -1.06, -1.01], [0.49, -2.36, -2.12], [0.97, -1.74, -2.76], [-0.54, -2.28, -2.40], [0.73, -3.32, -2.22], [2.45, -1.86, -0.04], [3.06, -0.88, -1.07], [4.27, -0.30, -0.55], [1.97, 0.05, -1.30], [3.35, -1.57, -2.25]], "lowdin_charge": [0.850, -0.060, -0.256, -0.042, -0.083, -0.094, -0.124, -0.095, 0.107, 0.043, 0.087, 0.119, 0.113, 0.111, 0.130, 0.111, 0.015, -0.318, 0.114, -0.165, -0.049, 0.202, -0.510, 0.105, 0.155, -0.553, 0.075, -0.105, 0.125, 0.046, 0.063, 0.184, 0.071, 0.046, 0.042, 0.097, 0.062, -0.411, 0.734, -0.281, -0.375, -0.287]}